Formula: C27H80N8O13
Source: OMol25
Level of theory: the ωB97M-V functional and the def2-TZVPD basis

## Properties
Energy relative to the best compared isomer or geometry (same formula, charge and spin) in kcal/mol: 347.2
HOMO energy in eV: -6.49
Orbital gap in eV: 6.493
Max |F| in eV/Å: 14.58

Structure (XYZ):
```
128
Properties=species:S:1:pos:R:3:lowdin_charge:R:1
C 0.165 0.003 -0.208 -0.143
O -0.820 0.859 0.284 -0.146
H 1.136 0.382 0.040 0.042
H 0.153 -0.063 -1.266 0.061
H 0.074 -1.055 0.156 0.091
H -0.466 1.734 0.168 0.043
C -0.910 -3.100 -1.755 -0.088
O 0.125 -3.478 -0.805 -0.145
H -1.853 -3.549 -1.497 0.076
H -0.547 -3.388 -2.755 0.064
H -1.057 -2.055 -1.825 0.040
H 0.332 -4.400 -0.941 0.086
C -2.614 -1.454 1.436 -0.535
O -3.172 -1.727 0.185 -0.088
N -2.530 -0.225 1.976 0.055
N -3.373 -1.700 2.460 0.028
H -1.904 0.192 1.225 0.048
H -1.665 -0.314 2.647 0.073
H -3.754 -2.633 2.147 0.096
H -2.729 -2.089 3.291 0.035
C 2.586 2.873 0.059 -0.643
O 1.209 2.668 0.119 -0.108
N 3.260 3.776 0.676 0.178
N 3.353 2.146 -0.628 0.187
H 2.616 4.420 1.175 0.141
H 4.076 4.130 0.165 0.137
H 2.905 1.583 -1.323 0.053
H 4.400 2.012 -0.564 0.175
C -0.940 -1.622 4.617 -0.661
O -0.360 -1.572 5.765 0.026
N -0.598 -0.896 3.568 0.155
N -2.045 -2.252 4.519 0.133
H 0.012 -1.483 2.924 0.136
H 0.154 -0.232 3.864 0.081
H -1.789 -3.278 4.641 0.175
H -2.297 -2.130 5.520 0.171
C -0.293 -1.509 -5.050 -0.655
O -0.648 -0.677 -4.005 -0.105
N -0.747 -2.684 -5.201 0.155
N 0.509 -1.049 -5.945 0.161
H -1.487 -3.033 -4.544 0.140
H -0.481 -3.467 -5.868 0.159
H 0.913 -0.135 -5.896 0.108
H 0.948 -1.665 -6.625 0.122
C 4.749 -2.310 2.462 -0.022
C 3.643 -3.131 1.739 -0.657
C 3.188 -2.387 0.557 -0.064
O 3.891 -4.330 1.448 0.024
H 4.444 -1.271 2.513 0.048
H 5.742 -2.349 1.973 0.084
H 4.915 -2.699 3.485 0.086
H 2.809 -3.240 2.440 0.123
H 3.956 -1.907 -0.035 0.063
H 2.509 -1.573 0.766 0.060
H 2.698 -3.023 -0.251 0.108
H 4.534 -4.258 0.716 0.134
C -4.436 4.384 1.941 -0.048
C -4.296 2.925 1.584 -0.599
C -2.841 2.725 1.201 -0.052
O -4.676 2.045 2.437 0.038
H -4.043 4.726 2.904 0.090
H -5.449 4.730 1.862 0.070
H -3.804 4.933 1.312 0.050
H -4.820 2.693 0.645 0.126
H -2.313 3.500 0.637 0.089
H -2.787 1.929 0.530 0.024
H -2.140 2.431 2.000 0.081
H -5.438 2.481 2.868 0.125
C -0.502 5.398 -3.591 -0.040
C 0.186 4.219 -2.900 -0.657
C 1.545 4.623 -2.439 -0.053
O -0.411 3.781 -1.876 -0.009
H -1.582 5.244 -3.831 0.095
H 0.053 5.771 -4.413 0.059
H -0.549 6.193 -2.841 0.082
H 0.069 3.357 -3.609 0.145
H 1.513 5.149 -1.451 0.105
H 2.004 5.382 -3.120 0.087
H 2.230 3.721 -2.391 0.075
H 0.250 3.256 -1.387 0.063
C 4.151 0.856 -3.715 -0.036
C 2.832 0.295 -3.306 -0.598
C 3.121 -0.708 -2.189 -0.043
O 1.995 1.121 -2.853 0.017
H 4.431 1.805 -3.261 0.079
H 4.166 1.056 -4.821 0.099
H 4.984 0.251 -3.548 0.055
H 2.360 -0.291 -4.123 0.136
H 3.677 -0.294 -1.378 0.052
H 3.842 -1.405 -2.506 0.071
H 2.230 -1.233 -1.784 0.095
H 1.620 1.594 -3.539 0.083
C -1.509 -4.505 1.543 -0.007
C -0.189 -4.051 2.231 -0.589
C 0.914 -5.101 2.274 -0.019
O 0.306 -2.954 1.855 -0.022
H -1.772 -4.021 0.620 0.039
H -2.330 -4.312 2.189 0.040
H -1.456 -5.636 1.356 0.105
H -0.488 -3.976 3.244 0.100
H 0.484 -6.122 2.413 0.096
H 1.681 -4.962 3.031 0.083
H 1.348 -5.008 1.315 0.058
H 0.499 -3.067 0.940 0.045
C 2.113 0.356 2.647 -0.010
C 1.678 1.380 3.686 -0.588
C 0.779 2.457 3.237 -0.025
O 1.050 0.860 4.649 -0.013
H 2.843 0.754 1.980 0.075
H 1.295 -0.055 2.061 0.054
H 2.556 -0.476 3.162 0.080
H 2.586 1.776 4.193 0.155
H 0.043 2.099 2.463 0.091
H 1.326 3.306 2.823 0.069
H 0.155 2.892 3.951 0.069
H 1.039 1.499 5.331 0.125
C -2.824 0.587 -2.373 -0.029
C -4.327 0.585 -2.292 -0.715
C -4.886 -0.822 -2.395 -0.038
O -4.760 1.039 -1.252 0.040
H -2.637 0.292 -3.415 0.068
H -2.419 -0.053 -1.596 0.059
H -2.547 1.647 -2.188 0.088
H -4.758 1.071 -3.133 0.123
H -5.987 -0.736 -2.387 0.081
H -4.807 -1.322 -1.434 0.059
H -4.579 -1.432 -3.226 0.067
H -4.519 1.987 -1.291 0.127
```

Formula: C28H14F48N10O32S16
Source: OMol25
Level of theory: the ωB97M-V functional and the def2-TZVPD basis

## Properties
Expectation value of S²: 0.763
HOMO energy (spin up / spin down) in eV: -1.32 / -1.32
Orbital gap (spin up / spin down) in eV: 7.457 / 2.649
Total charge: -5
Max |F| in eV/Å: 9.16
Spin multiplicity: 2

Structure (XYZ):
```
148
Properties=species:S:1:pos:R:3:lowdin_spin:R:1
C -1.322 -3.777 3.890 0.000
N -0.751 -2.905 2.841 0.000
C -1.121 -3.078 1.540 0.000
C -0.766 -2.107 0.595 0.000
C 0.184 -1.131 0.847 0.000
C 0.451 -0.922 2.203 0.000
C 0.077 -1.866 3.176 0.000
C 0.558 -0.177 -0.291 0.000
C -0.416 0.355 -1.161 0.000
C -0.055 1.401 -1.960 0.000
N 1.160 1.918 -1.967 0.000
C 2.048 1.520 -1.050 0.000
C 1.819 0.465 -0.198 0.000
C 1.463 3.072 -2.914 0.000
H -1.015 -4.823 3.896 0.000
H -2.373 -3.854 3.611 0.000
H -1.230 -3.223 4.823 0.000
H -1.847 -3.804 1.206 0.000
H -1.264 -2.213 -0.357 0.000
H 1.016 -0.039 2.463 0.000
H 0.292 -1.799 4.232 0.000
H -1.417 -0.035 -1.267 0.000
H -0.752 1.864 -2.643 0.000
H 3.001 2.028 -1.063 0.000
H 2.536 0.240 0.578 0.000
H 2.243 3.758 -2.584 0.000
H 0.632 3.766 -3.037 0.000
H 1.695 2.584 -3.861 0.000
C -5.551 -3.728 2.785 0.000
F -6.797 -3.460 2.540 0.000
F -4.841 -3.243 1.696 0.000
F -4.973 -3.171 3.882 0.000
S -5.233 -5.667 2.910 0.000
O -5.513 -5.954 4.326 0.000
O -6.197 -6.282 1.925 0.000
N -3.602 -5.776 2.432 0.000
S -3.417 -7.252 2.047 0.000
O -4.182 -8.257 2.866 0.000
O -3.648 -7.448 0.621 0.000
C -1.458 -7.659 2.335 0.000
F -0.985 -7.213 3.445 0.000
F -1.401 -8.993 2.278 0.000
F -0.759 -7.143 1.336 0.000
C -3.518 5.228 0.198 0.000
F -4.448 5.603 -0.706 0.000
F -2.459 5.988 0.200 0.000
F -4.040 5.309 1.442 0.000
S -2.911 3.377 0.059 0.000
O -2.495 3.286 -1.369 0.000
O -1.784 3.387 0.929 0.000
N -4.352 2.482 0.628 0.000
S -3.977 1.861 1.893 0.000
O -2.987 0.802 1.708 0.000
O -3.734 2.835 3.015 0.000
C -5.651 1.005 2.528 0.000
F -5.886 -0.230 1.976 0.000
F -5.690 0.953 3.912 0.000
F -6.661 1.769 2.149 0.000
C 6.196 3.660 -1.807 0.000
F 5.890 4.954 -2.110 0.000
F 7.502 3.387 -1.409 0.000
F 5.375 3.482 -0.815 0.000
S 5.876 2.451 -3.220 0.000
O 4.912 3.127 -4.076 0.000
O 7.254 2.136 -3.794 0.000
N 5.224 1.066 -2.345 0.000
S 4.847 0.265 -3.635 0.000
O 3.535 0.680 -4.147 0.000
O 5.888 0.049 -4.588 0.000
C 4.492 -1.540 -2.897 0.000
F 5.699 -2.060 -2.610 0.000
F 3.743 -1.476 -1.726 0.000
F 3.919 -2.286 -3.856 0.000
C 0.575 -1.396 11.520 0.000
F -0.411 -1.973 12.240 0.000
F 0.748 -0.155 11.979 0.000
F 1.768 -2.015 11.636 0.000
S -0.077 -1.398 9.662 0.000
O -1.489 -1.601 9.622 0.000
O 0.230 -0.088 9.013 0.000
N 0.882 -2.611 8.997 0.000
S 0.147 -3.034 7.731 0.000
O -0.610 -4.247 8.075 0.000
O -0.590 -2.064 6.898 0.000
C 1.646 -3.688 6.724 0.000
F 2.666 -2.785 6.576 0.000
F 2.368 -4.529 7.441 0.000
F 1.215 -4.213 5.612 0.000
C 1.928 -6.105 -0.817 0.013
F 2.780 -6.878 -1.457 0.002
F 1.583 -6.579 0.368 0.005
F 2.593 -4.945 -0.608 0.001
S 0.276 -5.728 -1.906 0.004
O -0.330 -6.999 -2.428 0.062
O -0.469 -5.054 -0.903 0.011
N 0.938 -4.853 -3.169 0.477
S 0.091 -3.529 -3.253 -0.037
O -1.371 -3.780 -3.329 0.300
O 0.443 -2.517 -2.333 0.171
C 0.617 -2.910 -5.011 -0.006
F 1.685 -2.180 -4.980 -0.001
F 0.661 -3.918 -5.898 -0.001
F -0.335 -2.235 -5.514 -0.001
C 2.285 3.528 2.933 0.000
F 1.668 3.222 1.707 0.000
F 3.544 3.883 2.761 0.000
F 1.702 4.604 3.446 0.000
S 2.079 1.808 4.032 0.000
O 2.591 2.137 5.349 0.000
O 0.683 1.444 4.014 0.000
N 3.150 0.789 3.202 0.000
S 3.546 -0.247 4.265 0.000
O 4.786 0.035 4.948 0.000
O 2.509 -0.732 5.216 0.000
C 4.004 -1.832 3.336 0.000
F 2.946 -2.472 2.854 0.000
F 4.860 -1.561 2.331 0.000
F 4.627 -2.640 4.167 0.000
C 2.449 6.188 -5.362 0.000
F 3.729 5.966 -5.283 0.000
F 1.884 5.450 -6.268 0.000
F 1.752 5.973 -4.264 0.000
S 2.231 8.035 -5.929 0.000
O 0.860 8.458 -5.617 0.000
O 3.230 8.740 -5.130 0.000
N 2.667 7.999 -7.621 0.000
S 2.429 9.419 -8.122 0.000
O 1.446 9.330 -9.170 0.000
O 2.356 10.520 -7.230 0.000
C 4.075 9.745 -9.061 0.000
F 5.104 9.455 -8.264 0.000
F 4.049 8.953 -10.163 0.000
F 4.224 10.967 -9.433 0.000
C -4.205 -0.681 -1.915 0.000
F -3.498 -1.784 -1.525 0.000
F -5.548 -0.852 -1.681 0.000
F -3.786 0.332 -1.213 0.000
S -4.051 -0.333 -3.780 0.000
O -2.660 0.117 -3.838 0.000
O -4.467 -1.636 -4.266 0.000
N -5.224 0.866 -4.025 0.000
S -4.853 1.296 -5.408 0.000
O -3.748 2.304 -5.447 0.000
O -4.688 0.189 -6.361 0.000
C -6.480 2.219 -6.113 0.000
F -7.671 1.638 -5.756 0.000
F -6.357 3.550 -5.906 0.000
F -6.438 2.090 -7.392 0.000
```